Molecular formula: C36H99N9O9
Method: DFT, ωB97M-V/def2-TZVPD

Values from the calculation:
SMILES   COC[C@H](C)N.COC[C@H](C)N.COC[C@H](C)N.COC[C@H](C)N.COC[C@H](C)N.COC[C@H](C)N.COC[C@H](C)N.COC[C@H](C)N.COC[C@H](C)N
LUMO   0.53 eV
Relative energy (zero: lowest compared OMol25 entry of this formula, charge and spin)   633.7 kJ/mol
Kohn-Sham gap   9.248 eV
HOMO   -8.7 eV

The geometry in XYZ format:
```
153
Properties=species:S:1:pos:R:3:lowdin_charge:R:1
C -1.44 2.51 -7.36 -0.142
O -0.18 1.99 -7.66 -0.200
C -0.21 0.54 -7.87 -0.143
C 1.11 -0.11 -7.31 -0.419
C 2.37 0.42 -7.97 -0.081
N 1.17 -1.58 -7.38 0.020
H -1.34 3.59 -7.19 0.087
H -1.66 2.02 -6.41 0.085
H -2.30 2.40 -8.02 0.085
H -1.07 0.09 -7.38 0.112
H -0.31 0.31 -8.93 0.120
H 1.20 0.06 -6.24 0.133
H 2.27 1.49 -8.12 0.069
H 2.66 -0.03 -8.92 0.078
H 3.18 0.39 -7.25 0.074
H 1.96 -1.83 -6.79 0.064
H 1.42 -1.85 -8.32 0.059
C -4.11 -5.23 5.56 -0.120
O -4.16 -6.65 5.55 -0.189
C -3.00 -7.11 6.27 -0.204
C -3.11 -8.67 6.39 -0.390
C -4.39 -9.15 7.15 -0.061
N -1.97 -9.11 7.20 0.015
H -4.99 -4.95 4.99 0.091
H -3.22 -4.82 5.09 0.084
H -4.14 -4.85 6.58 0.084
H -2.13 -6.84 5.68 0.116
H -2.88 -6.58 7.21 0.118
H -3.05 -9.22 5.45 0.128
H -4.46 -8.45 7.98 0.069
H -4.43 -10.13 7.62 0.073
H -5.37 -9.03 6.68 0.070
H -2.24 -8.97 8.17 0.060
H -1.22 -8.45 7.04 0.057
C -8.78 -1.45 -6.44 -0.068
O -7.82 -0.83 -5.52 -0.208
C -8.25 -0.57 -4.19 -0.224
C -7.18 0.15 -3.36 -0.395
C -7.34 -0.21 -1.86 -0.066
N -7.42 1.61 -3.49 0.010
H -8.80 -0.77 -7.28 0.075
H -9.80 -1.47 -6.05 0.083
H -8.35 -2.37 -6.83 0.081
H -9.22 -0.06 -4.17 0.123
H -8.50 -1.55 -3.79 0.114
H -6.18 0.05 -3.76 0.132
H -6.60 0.27 -1.23 0.068
H -7.43 -1.26 -1.57 0.074
H -8.22 0.34 -1.54 0.073
H -6.74 2.18 -3.01 0.063
H -7.35 1.89 -4.46 0.066
C 1.49 2.60 1.46 -0.095
O 1.26 1.21 1.47 -0.207
C 0.29 0.75 0.59 -0.254
C -0.22 -0.59 0.95 -0.378
C 0.91 -1.44 1.55 -0.084
N -0.80 -1.42 -0.23 0.036
H 2.15 2.96 2.25 0.088
H 0.52 3.00 1.76 0.085
H 1.85 2.92 0.48 0.090
H -0.60 1.38 0.62 0.126
H 0.80 0.74 -0.38 0.133
H -0.98 -0.35 1.69 0.135
H 0.62 -2.47 1.75 0.067
H 1.25 -1.11 2.53 0.072
H 1.76 -1.53 0.88 0.082
H -1.18 -2.29 0.13 0.051
H -0.14 -1.62 -0.96 0.054
C 1.30 12.16 5.97 -0.081
O 2.13 11.00 6.09 -0.211
C 2.84 10.90 7.28 -0.229
C 4.19 10.12 6.91 -0.394
C 5.23 9.91 8.08 -0.047
N 4.80 10.96 5.94 0.009
H 1.93 12.96 5.55 0.087
H 0.74 12.57 6.81 0.084
H 0.52 11.80 5.30 0.089
H 3.11 11.86 7.71 0.113
H 2.19 10.55 8.08 0.116
H 3.96 9.21 6.36 0.133
H 5.69 10.89 8.23 0.067
H 6.05 9.24 7.80 0.067
H 4.75 9.51 8.97 0.065
H 4.73 11.91 6.27 0.066
H 4.11 11.09 5.21 0.065
C -5.82 -12.10 -0.13 -0.134
O -5.56 -10.88 -0.76 -0.162
C -4.19 -10.57 -0.76 -0.218
C -4.06 -9.15 -1.28 -0.445
C -2.67 -8.91 -1.92 -0.082
N -4.40 -8.08 -0.38 0.048
H -5.54 -12.27 0.91 0.083
H -5.24 -12.88 -0.63 0.082
H -6.87 -12.40 -0.16 0.087
H -3.72 -10.69 0.21 0.129
H -3.62 -11.23 -1.41 0.121
H -4.60 -9.02 -2.22 0.137
H -2.54 -7.95 -2.43 0.072
H -2.42 -9.61 -2.71 0.068
H -1.88 -8.99 -1.18 0.071
H -5.40 -8.05 -0.54 0.068
H -4.37 -8.26 0.61 0.073
C 8.94 4.45 -7.55 -0.104
O 8.26 5.66 -7.93 -0.184
C 6.93 5.83 -7.46 -0.210
C 6.94 6.23 -5.96 -0.467
C 5.49 6.23 -5.44 -0.055
N 7.66 7.42 -5.78 0.041
H 9.33 4.39 -6.54 0.078
H 9.71 4.19 -8.28 0.087
H 8.24 3.62 -7.53 0.080
H 6.43 6.61 -8.02 0.126
H 6.30 4.94 -7.49 0.112
H 7.48 5.38 -5.54 0.127
H 4.85 6.99 -5.90 0.075
H 5.33 6.30 -4.36 0.071
H 5.01 5.27 -5.61 0.068
H 7.26 8.23 -6.23 0.080
H 8.61 7.36 -6.12 0.076
C 1.64 11.44 -0.46 -0.086
O 0.33 10.86 -0.15 -0.217
C -0.53 10.63 -1.28 -0.182
C -1.92 10.28 -0.70 -0.415
C -2.03 8.83 -0.19 -0.057
N -2.98 10.50 -1.72 0.013
H 2.14 11.84 0.42 0.081
H 1.65 12.25 -1.19 0.075
H 2.25 10.66 -0.91 0.078
H -0.54 11.58 -1.82 0.115
H -0.06 9.81 -1.82 0.127
H -2.17 11.03 0.04 0.129
H -1.21 8.49 0.45 0.075
H -2.07 8.15 -1.04 0.076
H -2.96 8.75 0.37 0.070
H -2.85 11.41 -2.15 0.056
H -3.83 10.64 -1.19 0.063
C 4.46 -7.51 6.03 -0.108
O 4.20 -8.80 5.48 -0.217
C 4.97 -9.86 6.04 -0.158
C 4.47 -11.29 5.38 -0.407
C 5.45 -12.39 5.63 -0.088
N 4.27 -11.22 3.92 0.029
H 4.15 -6.81 5.25 0.082
H 5.52 -7.27 6.04 0.081
H 3.97 -7.21 6.96 0.085
H 6.01 -9.67 5.76 0.114
H 4.89 -9.89 7.13 0.115
H 3.48 -11.56 5.76 0.129
H 5.02 -13.38 5.46 0.081
H 5.80 -12.29 6.66 0.073
H 6.34 -12.22 5.02 0.076
H 5.17 -11.01 3.52 0.061
H 3.87 -10.31 3.78 0.053
```

Molecular formula: C36H99N9O9
Method: DFT, ωB97M-V/def2-TZVPD

Values from the calculation:
SMILES   COC[C@H](C)N.COC[C@H](C)N.COC[C@H](C)N.COC[C@H](C)N.COC[C@H](C)N.COC[C@H](C)N.COC[C@H](C)N.COC[C@H](C)N.COC[C@H](C)N
LUMO   0.58 eV
Relative energy (zero: lowest compared OMol25 entry of this formula, charge and spin)   557.3 kJ/mol
Kohn-Sham gap   9.266 eV
HOMO   -8.7 eV

The geometry in XYZ format:
```
153
Properties=species:S:1:pos:R:3:lowdin_charge:R:1
C -3.39 1.80 -1.48 -0.074
O -2.72 2.23 -0.25 -0.228
C -2.95 1.37 0.88 -0.143
C -2.72 2.37 2.16 -0.432
C -2.55 1.57 3.42 -0.085
N -3.69 3.42 2.29 0.042
H -3.17 0.74 -1.60 0.066
H -3.02 2.18 -2.43 0.083
H -4.46 1.99 -1.41 0.085
H -3.96 0.97 0.92 0.124
H -2.23 0.55 0.95 0.092
H -1.75 2.84 1.98 0.116
H -2.42 2.18 4.31 0.078
H -1.89 0.72 3.28 0.065
H -3.45 1.07 3.78 0.075
H -3.89 3.63 1.32 0.061
H -3.29 4.22 2.77 0.077
C 3.39 -0.66 -6.64 -0.122
O 2.72 -1.30 -5.57 -0.187
C 1.51 -2.00 -5.93 -0.193
C 0.80 -2.66 -4.73 -0.414
C 1.71 -3.58 -3.94 -0.080
N -0.27 -3.58 -5.13 0.044
H 4.38 -0.40 -6.27 0.085
H 2.91 0.32 -6.70 0.081
H 3.47 -1.05 -7.65 0.087
H 0.79 -1.35 -6.43 0.120
H 1.77 -2.77 -6.66 0.119
H 0.59 -1.78 -4.12 0.132
H 1.36 -3.96 -2.97 0.070
H 2.58 -3.04 -3.55 0.072
H 2.11 -4.35 -4.59 0.085
H -0.84 -3.24 -5.89 0.072
H 0.11 -4.45 -5.47 0.072
C -3.98 -2.66 -3.69 -0.122
O -3.98 -3.96 -4.22 -0.203
C -4.29 -5.01 -3.23 -0.182
C -3.54 -6.29 -3.39 -0.491
C -3.95 -7.34 -2.38 -0.044
N -2.14 -6.02 -3.36 0.052
H -3.04 -2.62 -3.12 0.067
H -4.79 -2.51 -2.98 0.083
H -4.03 -1.96 -4.52 0.091
H -4.11 -4.68 -2.21 0.108
H -5.37 -5.15 -3.35 0.128
H -3.80 -6.74 -4.35 0.138
H -4.13 -6.69 -1.53 0.061
H -3.26 -8.13 -2.07 0.087
H -4.93 -7.63 -2.77 0.081
H -1.91 -5.26 -3.99 0.035
H -1.81 -5.54 -2.53 0.068
C -2.41 -2.52 0.11 -0.122
O -1.11 -2.21 0.52 -0.172
C -0.14 -2.39 -0.46 -0.203
C 0.74 -1.14 -0.60 -0.415
C 1.57 -0.68 0.63 -0.040
N 0.02 0.03 -1.06 0.061
H -3.18 -2.17 0.80 0.080
H -2.55 -3.58 -0.08 0.081
H -2.66 -2.05 -0.84 0.070
H 0.28 -3.36 -0.19 0.131
H -0.47 -2.57 -1.48 0.110
H 1.52 -1.31 -1.35 0.120
H 0.79 -0.34 1.32 0.078
H 2.27 0.09 0.31 0.045
H 2.16 -1.49 1.05 0.071
H -0.85 -0.04 -0.55 0.037
H 0.50 0.89 -0.85 0.067
C 0.11 4.59 -0.39 -0.087
O 0.53 5.94 -0.65 -0.206
C 0.34 6.37 -1.99 -0.201
C 0.78 7.82 -2.32 -0.415
C -0.13 8.95 -1.82 -0.076
N 0.96 7.96 -3.76 0.025
H -0.96 4.47 -0.55 0.070
H 0.17 4.51 0.70 0.081
H 0.57 3.86 -1.06 0.086
H 0.83 5.68 -2.68 0.112
H -0.72 6.25 -2.21 0.119
H 1.71 8.07 -1.82 0.134
H -0.27 8.92 -0.74 0.072
H -1.12 9.07 -2.27 0.073
H 0.43 9.87 -1.99 0.069
H 1.75 8.58 -3.84 0.068
H 0.17 8.20 -4.35 0.074
C 8.65 2.06 -1.96 -0.118
O 7.40 2.47 -2.46 -0.169
C 6.71 3.21 -1.47 -0.195
C 6.02 2.30 -0.36 -0.398
C 4.68 1.64 -0.83 -0.048
N 5.73 3.09 0.82 0.024
H 8.59 1.40 -1.09 0.080
H 9.24 2.94 -1.73 0.085
H 9.28 1.51 -2.66 0.088
H 7.34 4.00 -1.07 0.109
H 5.95 3.85 -1.92 0.125
H 6.67 1.51 0.01 0.126
H 4.33 0.90 -0.10 0.058
H 4.92 1.24 -1.81 0.080
H 3.83 2.32 -0.89 0.066
H 5.10 3.80 0.50 0.069
H 6.61 3.56 0.96 0.073
C -9.19 -3.43 3.10 -0.105
O -7.81 -3.44 2.85 -0.163
C -7.25 -4.69 2.89 -0.267
C -5.75 -4.73 2.90 -0.435
C -5.13 -4.13 1.67 -0.076
N -5.21 -6.12 3.03 0.042
H -9.36 -3.78 4.12 0.085
H -9.74 -4.13 2.48 0.087
H -9.56 -2.41 2.99 0.093
H -7.59 -5.17 3.80 0.121
H -7.56 -5.34 2.07 0.131
H -5.30 -4.21 3.75 0.142
H -5.50 -4.59 0.75 0.080
H -4.04 -4.14 1.70 0.066
H -5.50 -3.12 1.55 0.080
H -5.60 -6.57 3.84 0.064
H -5.55 -6.58 2.20 0.061
C 0.81 -0.55 5.53 -0.120
O 1.83 -1.16 4.80 -0.204
C 1.63 -2.50 4.36 -0.181
C 3.03 -2.98 4.00 -0.410
C 2.89 -4.33 3.22 -0.064
N 4.00 -3.18 5.10 0.024
H 0.49 -1.08 6.43 0.087
H -0.04 -0.51 4.85 0.072
H 1.03 0.50 5.74 0.081
H 1.11 -3.13 5.08 0.134
H 1.04 -2.38 3.45 0.115
H 3.58 -2.26 3.40 0.125
H 3.72 -4.53 2.53 0.065
H 2.01 -4.47 2.59 0.066
H 2.98 -5.13 3.94 0.071
H 4.27 -2.36 5.62 0.065
H 4.82 -3.62 4.69 0.062
C 2.62 7.24 3.22 -0.122
O 2.33 5.91 3.45 -0.207
C 2.85 4.93 2.59 -0.194
C 2.57 3.53 3.15 -0.415
C 3.08 3.36 4.55 -0.065
N 3.11 2.42 2.35 0.046
H 1.86 7.55 2.51 0.083
H 3.60 7.39 2.75 0.086
H 2.50 7.88 4.09 0.089
H 2.48 5.21 1.60 0.115
H 3.93 5.07 2.66 0.119
H 1.51 3.29 3.15 0.130
H 2.69 2.44 4.97 0.066
H 2.88 4.15 5.27 0.080
H 4.15 3.14 4.63 0.081
H 4.12 2.37 2.28 0.035
H 2.97 2.46 1.35 0.035
```

Molecular formula: C36H99N9O9
Method: DFT, ωB97M-V/def2-TZVPD

Values from the calculation:
SMILES   COC[C@H](C)N.COC[C@H](C)N.COC[C@H](C)N.COC[C@H](C)N.COC[C@H](C)N.COC[C@H](C)N.COC[C@H](C)N.COC[C@H](C)N.COC[C@H](C)N
LUMO   0.38 eV
Relative energy (zero: lowest compared OMol25 entry of this formula, charge and spin)   702.1 kJ/mol
Kohn-Sham gap   9.327 eV
HOMO   -8.9 eV

The geometry in XYZ format:
```
153
Properties=species:S:1:pos:R:3:lowdin_charge:R:1
C -7.35 2.57 4.63 -0.114
O -7.38 1.29 4.04 -0.192
C -6.08 0.98 3.55 -0.215
C -6.21 -0.22 2.56 -0.406
C -4.85 -0.59 1.80 -0.045
N -7.24 0.06 1.58 0.034
H -8.32 2.76 5.09 0.086
H -7.25 3.31 3.84 0.090
H -6.61 2.71 5.42 0.084
H -5.52 1.78 3.06 0.121
H -5.44 0.69 4.38 0.120
H -6.59 -1.04 3.15 0.127
H -4.41 0.31 1.38 0.063
H -5.04 -1.18 0.91 0.062
H -4.12 -1.24 2.26 0.062
H -6.86 0.81 1.02 0.057
H -7.87 0.63 2.12 0.055
C 2.36 -0.82 -3.02 -0.117
O 2.03 0.15 -2.04 -0.187
C 1.37 -0.58 -0.96 -0.205
C 1.09 0.28 0.22 -0.420
C 0.51 1.67 -0.04 -0.069
N 2.40 0.60 0.75 0.025
H 1.48 -1.34 -3.40 0.083
H 3.06 -1.57 -2.64 0.087
H 2.75 -0.24 -3.86 0.086
H 0.45 -1.05 -1.32 0.124
H 2.05 -1.38 -0.69 0.118
H 0.53 -0.19 1.02 0.147
H 0.46 2.40 0.77 0.070
H -0.56 1.55 -0.21 0.065
H 1.01 2.22 -0.84 0.074
H 3.09 0.42 0.04 0.066
H 2.60 -0.07 1.48 0.061
C 1.04 2.81 -6.10 -0.078
O 1.48 3.21 -7.45 -0.213
C 1.88 2.07 -8.27 -0.170
C 2.07 2.39 -9.83 -0.422
C 2.57 1.25 -10.66 -0.087
N 2.87 3.60 -10.15 0.038
H 0.33 3.53 -5.69 0.080
H 1.87 2.91 -5.40 0.075
H 0.73 1.77 -6.07 0.076
H 2.74 1.54 -7.85 0.117
H 1.01 1.42 -8.25 0.109
H 1.05 2.64 -10.13 0.129
H 3.54 0.86 -10.36 0.077
H 2.63 1.60 -11.69 0.079
H 1.92 0.38 -10.75 0.075
H 2.48 4.27 -9.49 0.054
H 3.79 3.42 -9.75 0.063
C -1.15 -6.98 -4.70 -0.104
O -0.33 -6.57 -5.82 -0.190
C -1.18 -6.45 -7.01 -0.185
C -0.25 -5.99 -8.16 -0.453
C 0.80 -4.90 -7.85 -0.053
N -1.05 -5.49 -9.23 0.018
H -1.91 -6.20 -4.64 0.076
H -0.65 -6.97 -3.73 0.085
H -1.77 -7.87 -4.84 0.080
H -1.71 -7.37 -7.23 0.114
H -2.05 -5.80 -7.01 0.116
H 0.24 -6.92 -8.46 0.129
H 0.46 -3.88 -8.05 0.079
H 1.72 -5.04 -8.41 0.069
H 1.26 -5.10 -6.89 0.067
H -0.48 -5.02 -9.91 0.074
H -1.46 -6.36 -9.57 0.076
C -3.88 2.18 -4.58 -0.079
O -4.61 3.16 -3.81 -0.211
C -5.38 2.70 -2.73 -0.192
C -6.16 3.91 -2.01 -0.397
C -5.23 4.73 -1.18 -0.084
N -7.25 3.42 -1.06 0.023
H -3.13 1.73 -3.92 0.083
H -3.37 2.65 -5.42 0.084
H -4.54 1.42 -4.99 0.082
H -5.98 1.87 -3.10 0.112
H -4.69 2.19 -2.06 0.113
H -6.67 4.55 -2.73 0.128
H -4.61 4.01 -0.63 0.082
H -5.82 5.48 -0.66 0.081
H -4.57 5.23 -1.88 0.078
H -7.89 4.19 -0.98 0.058
H -7.73 2.82 -1.72 0.051
C 1.71 2.74 6.19 -0.193
O 1.19 1.59 6.66 -0.224
C 0.00 1.81 7.64 -0.090
C -1.29 2.09 6.89 -0.457
C -2.60 1.88 7.60 -0.064
N -1.18 1.46 5.54 0.064
H 1.04 3.33 5.56 0.094
H 2.55 2.41 5.58 0.091
H 2.26 3.29 6.96 0.089
H -0.07 0.88 8.21 0.114
H 0.27 2.52 8.42 0.117
H -1.33 3.18 6.79 0.120
H -3.33 2.39 6.97 0.076
H -2.64 2.30 8.61 0.084
H -2.86 0.82 7.60 0.074
H -1.52 0.52 5.68 0.058
H -0.21 1.37 5.29 0.048
C 2.12 -6.25 6.05 -0.133
O 1.54 -4.96 5.98 -0.180
C 0.15 -4.97 6.34 -0.205
C -0.50 -3.72 5.74 -0.416
C -2.01 -3.51 6.01 -0.064
N -0.18 -3.76 4.30 0.047
H 1.90 -6.91 6.89 0.082
H 3.20 -6.19 6.12 0.082
H 1.94 -6.94 5.23 0.083
H -0.39 -5.81 5.90 0.127
H 0.00 -4.96 7.42 0.127
H -0.03 -2.87 6.24 0.132
H -2.09 -3.27 7.07 0.066
H -2.75 -4.28 5.82 0.069
H -2.50 -2.66 5.53 0.063
H 0.04 -4.72 4.11 0.055
H 0.77 -3.42 4.24 0.048
C 3.27 7.61 3.18 -0.153
O 3.66 6.37 2.76 -0.164
C 3.76 6.11 1.34 -0.185
C 4.94 5.27 0.92 -0.441
C 4.97 5.13 -0.64 -0.059
N 4.99 4.00 1.62 0.038
H 3.39 8.27 2.32 0.081
H 3.82 8.01 4.03 0.085
H 2.25 7.77 3.51 0.080
H 2.93 5.46 1.07 0.128
H 3.74 6.94 0.64 0.122
H 5.93 5.71 1.08 0.131
H 4.01 4.80 -1.03 0.068
H 5.67 4.32 -0.87 0.074
H 5.25 6.05 -1.16 0.072
H 4.35 3.24 1.45 0.062
H 4.60 4.31 2.50 0.051
C 4.93 -5.49 0.28 -0.132
O 5.09 -4.21 0.82 -0.176
C 4.25 -4.01 1.97 -0.189
C 4.76 -2.80 2.75 -0.457
C 6.12 -2.86 3.39 -0.063
N 3.71 -2.40 3.67 0.036
H 5.35 -5.66 -0.71 0.085
H 3.85 -5.64 0.17 0.086
H 5.41 -6.25 0.90 0.087
H 3.17 -3.97 1.83 0.117
H 4.25 -4.88 2.64 0.117
H 4.92 -1.99 2.03 0.132
H 6.12 -3.57 4.22 0.076
H 6.49 -1.87 3.69 0.083
H 6.79 -3.32 2.67 0.076
H 3.76 -3.00 4.48 0.066
H 3.77 -1.48 4.08 0.075
```

What is the relative energy (zero: lowest compared OMol25 entry of this formula, charge and spin) in the third record?
702.1 kJ/mol

Among the records above, which one has the highest relative energy (zero: lowest compared OMol25 entry of this formula, charge and spin)?
number 3